1.
Formula: C30H44N4P2SiSn
Source: OMol25
Level of theory: ωB97M-V/def2-TZVPD

Output
- HOMO level: -7.65 eV
- Largest force on an atom: 3.77 eV/A
- Net charge: 0
- Frontier orbital gap: 6.565 eV
- Total energy: -2574.89511 a.u.

XYZ file:
```
82
Properties=species:S:1:pos:R:3:mulliken_charge:R:1
Sn -1.03814 -2.82921 -1.50801 0.4407
C -0.95082 3.16766 -0.69054 -0.5807
C -1.52497 2.45719 -1.68947 -0.9132
C -0.87692 1.91182 -2.93182 -0.6777
C 0.24327 0.84182 -2.84830 1.3815
C 1.60981 1.39762 -2.59228 -0.5230
C 1.90547 2.66002 -2.18268 -0.4394
C 1.06409 3.91003 -2.15035 -0.9128
C 0.17368 4.10363 -0.90250 -0.5497
C 0.94944 -2.36851 -0.82115 -1.2695
H -1.29829 3.01707 0.33892 0.4647
H -2.43219 1.87804 -1.43157 0.4092
H -0.53196 2.72002 -3.58383 0.4043
H -1.70226 1.40803 -3.44320 0.6064
H 0.02610 0.03564 -2.11421 -0.6301
H 0.26608 0.35101 -3.84394 -0.0769
H 2.47125 0.78734 -2.90522 0.4027
H 2.96450 2.80673 -1.87968 0.3504
H 0.51328 4.13094 -3.06555 0.3822
H 1.77723 4.73501 -2.10360 0.3855
H 0.80593 4.07701 -0.01356 0.3219
H -0.30654 5.10029 -1.00433 0.3372
H 1.01367 -2.34080 0.27711 0.3061
H 1.38164 -1.45848 -1.24331 0.2409
H 1.43845 -3.30281 -1.15904 0.4992
P 1.29645 -1.31947 -7.29976 0.0137
P -2.08464 -0.85440 -7.15926 -0.1789
N 2.62446 -0.14153 -7.49223 0.4412
N 2.04640 -2.51677 -8.42874 0.3288
N -2.15703 0.92081 -7.36072 0.3104
N -3.69720 -1.17036 -7.86764 0.2874
C 0.27835 -0.50135 -8.61847 -0.5636
C -1.12246 -1.08351 -8.73516 -1.2957
C 3.47840 0.25642 -6.46312 -0.4707
C 4.48297 1.05217 -6.98827 -0.5853
C 4.25183 1.16251 -8.38584 -0.7354
C 3.09268 0.45403 -8.66670 -0.0639
C 2.32840 -3.82041 -8.01553 -0.4432
C 2.74931 -4.55340 -9.11268 -0.6440
C 2.75467 -3.68477 -10.24198 -0.6282
C 2.32135 -2.44197 -9.79937 -0.0111
C -1.81419 1.74098 -6.27753 -0.3249
C -1.78078 3.07079 -6.69633 -0.3795
C -2.07333 3.07659 -8.09920 -1.1931
C -2.24068 1.74566 -8.49433 -0.1737
C -4.47109 -0.48022 -8.80729 -0.0951
C -5.55763 -1.26732 -9.17209 -0.6230
C -5.43165 -2.50858 -8.46453 -0.5477
C -4.27504 -2.43999 -7.71229 -0.4472
H 0.74350 -0.59606 -9.60285 0.1137
H 0.25230 0.56588 -8.36424 0.6562
H -1.64165 -0.60381 -9.57625 0.4619
H -1.09304 -2.16575 -8.92763 0.5724
H 3.26864 -0.06140 -5.45496 0.3417
H 5.29974 1.50389 -6.43030 0.3964
H 4.86105 1.66928 -9.13195 0.4251
H 2.52614 0.38960 -9.58834 0.3040
H 2.18480 -4.07877 -6.98852 0.4271
H 3.02869 -5.59917 -9.11305 0.3941
H 3.04949 -3.90745 -11.26074 0.4189
H 2.17201 -1.52660 -10.36116 0.1975
H -1.63000 1.28741 -5.32877 0.0574
H -1.58607 3.92862 -6.07527 0.4941
H -2.16567 3.93574 -8.74063 0.4554
H -2.38796 1.35318 -9.48096 0.5230
H -4.18994 0.51137 -9.12762 0.3646
H -6.33896 -0.97618 -9.85720 0.4300
H -6.11797 -3.34142 -8.51096 0.4088
H -3.79272 -3.15422 -7.06326 0.3565
C -0.25504 -0.19403 1.50466 -1.0164
Si -1.45986 -1.43908 0.71082 0.4291
C -1.76481 -2.50418 2.25447 -1.1912
C -3.03327 -0.46361 0.46812 -1.0082
H 0.71340 -0.63850 1.77307 0.3848
H -0.66529 0.19021 2.46031 0.3459
H -0.03181 0.68961 0.89618 0.1640
H -2.35837 -1.95362 2.99751 0.3084
H -2.29525 -3.43012 2.01526 0.3398
H -0.83371 -2.80348 2.75180 0.3033
H -3.53627 -0.32786 1.44563 0.3336
H -2.86211 0.53901 0.05027 0.1395
H -3.73784 -0.98684 -0.18815 0.3314
```

2.
Formula: C30H44N6O5
Source: OMol25
Level of theory: ωB97M-V/def2-TZVPD

Output
- HOMO level: -8.13 eV
- Largest force on an atom: 0.76 eV/A
- Net charge: 0
- SMILES: CNC[C@@H]1NC(=O)[C@@](CCCCOC)(c2cccnc2)[C@@]1(CCC(N)=O)COC(C)=O.c1cc[nH]c1.c1cc[nH]c1
- Frontier orbital gap: 8.433 eV
- Total energy: -1874.24744 a.u.

XYZ file:
```
85
Properties=species:S:1:pos:R:3:mulliken_charge:R:1
C 2.49019 -1.49262 3.14023 -1.1036
N 1.22766 -0.80425 2.90939 0.0292
C 1.35465 0.64444 2.92571 -1.8775
C 1.48546 1.29126 1.53830 -0.1778
N 1.20544 2.72469 1.70274 -0.2232
C 0.58232 3.24478 0.57665 -0.5369
O 0.06150 4.33146 0.53447 -0.6312
C 0.56119 2.17147 -0.51512 2.0046
C -0.64372 2.37068 -1.43860 -1.4566
C -0.60360 3.58926 -2.35975 -0.6140
C -1.94388 3.75322 -3.08098 -1.1044
C -2.30965 2.56279 -3.95758 -0.5381
O -3.12958 1.66381 -3.22705 -0.3637
C -3.09195 0.34994 -3.72814 -0.5606
C 1.86589 2.22265 -1.31398 -0.0981
C 1.99243 1.57945 -2.54313 -0.0323
C 3.18753 1.62933 -3.22838 -0.7656
C 4.24437 2.33923 -2.67564 -0.5271
N 4.14085 2.98889 -1.52896 -0.7236
C 2.98438 2.93106 -0.88180 0.0578
C 0.47995 0.88049 0.41166 2.9363
C -0.91920 0.68398 1.02462 -2.2747
C -2.03060 0.08594 0.14706 -0.4009
C -2.70084 -1.13268 0.77093 0.0151
N -4.05310 -1.41254 0.31856 -0.7047
O -2.18440 -1.83189 1.59104 -0.4371
C 0.92962 -0.32980 -0.40219 -3.0776
O 0.54407 -1.55947 0.20221 0.1952
C 0.89656 -2.68915 -0.47546 0.6143
C 2.35634 -2.82353 -0.85699 -1.0233
O 0.07779 -3.53065 -0.72009 -0.5761
H 3.24488 -1.09347 2.45861 0.2552
H 2.36900 -2.55829 2.92905 0.3655
H 2.86517 -1.39266 4.16900 0.3865
H 0.57448 -1.07358 3.63282 0.2814
H 2.25681 0.94222 3.48518 0.5029
H 0.50661 1.10665 3.43392 0.4423
H 2.50741 1.13601 1.16510 0.5883
H 1.92685 3.30325 2.10821 0.4451
H -1.55256 2.41100 -0.83833 0.8737
H -0.74887 1.48146 -2.07377 -0.2604
H -0.38445 4.49402 -1.79416 0.4384
H 0.17971 3.47781 -3.11680 0.3382
H -1.91345 4.65128 -3.70458 0.4707
H -2.74282 3.90408 -2.34791 0.4567
H -2.83152 2.88190 -4.86868 0.4835
H -1.39165 2.04257 -4.27652 0.3209
H -3.94873 -0.18979 -3.32344 0.2000
H -2.17054 -0.16629 -3.41945 0.1259
H -3.15346 0.32872 -4.82262 0.3575
H 1.15505 1.03838 -2.96798 0.4295
H 3.31086 1.13261 -4.18250 0.4301
H 5.19889 2.39032 -3.18693 0.4037
H 2.94404 3.49827 0.04153 0.4860
H -1.25365 1.65272 1.41091 0.8020
H -0.81518 0.01914 1.88112 0.6674
H -2.82174 0.81462 -0.04860 0.7885
H -1.66916 -0.20372 -0.84539 -0.0674
H -4.07526 -1.42713 -0.69783 0.2792
H -4.62871 -0.62056 0.59154 0.3021
H 2.00986 -0.28340 -0.56274 0.7924
H 0.44020 -0.29335 -1.38366 0.7625
H 2.66702 -3.85866 -0.73045 0.3086
H 2.47593 -2.57053 -1.91448 0.3449
H 3.01818 -2.17213 -0.28736 0.1955
C 6.74367 -2.69377 0.77260 -0.4902
C 7.42103 -3.65405 -0.02794 -0.4214
C 6.59625 -4.74003 -0.14793 -0.5725
N 5.44756 -4.47237 0.54526 0.0077
C 5.52855 -3.22797 1.10887 -0.3703
H 7.10829 -1.72398 1.06734 0.4098
H 8.40204 -3.55837 -0.46177 0.3960
H 6.72916 -5.67497 -0.66432 0.3967
H 4.66792 -5.09748 0.63338 0.2467
H 4.72103 -2.83320 1.69997 0.3848
C -8.77793 -1.30003 3.62742 -0.5691
C -7.81260 -1.71616 4.58509 -0.5760
C -6.58239 -1.62474 3.99089 -0.3210
N -6.76769 -1.16946 2.71526 0.0736
C -8.10098 -0.96943 2.48409 -0.3520
H -9.84534 -1.25159 3.76273 0.3811
H -8.00129 -2.04765 5.59230 0.3853
H -5.59707 -1.84744 4.36236 0.3706
H -6.03302 -1.02134 2.04969 0.2656
H -8.45399 -0.61163 1.53219 0.3333
```